13
Properties=species:S:1:pos:R:3:forces:R:3:mulliken_charge:R:1 method="wB97M-V/def2-TZVPD" lumo_energy_ev=6.85 total_charge=-2 e_above_lowest_kj_mol=178.8 energy_ha=-547.99306
C -0.086006 -2.336462 -0.026690 0.7 -8.2 -1.3 0.719
C 0.712565 0.914515 -1.377005 -0.8 -2.7 -0.1 0.344
C 0.630238 1.218338 1.259304 -0.1 0.1 0.2 0.403
C -1.214146 0.188453 0.103326 1.4 1.5 -1.3 -1.610
C -0.018025 0.739994 -0.079580 0.2 1.2 1.8 0.739
N -0.062384 -3.528462 -0.292882 -0.3 7.0 1.4 -0.630
O 0.788586 1.954399 -2.003971 0.3 1.4 -0.6 -0.719
O 1.229976 0.361873 2.013354 -1.1 1.8 -1.3 -0.736
O 1.093654 -0.266972 -1.691940 0.4 0.8 -0.2 -0.697
O 0.341240 2.453093 1.405801 1.1 -1.8 0.6 -0.684
H -1.852570 -0.141018 -0.626260 -1.3 -0.6 -2.4 0.448
H -1.450505 -0.242750 0.983813 -0.9 -0.6 3.5 0.540
H -0.112622 -1.314998 0.332732 0.2 0.0 -0.3 -0.117